P:
DFT (the ωB97M-V functional and the def2-TZVPD basis) results for a cluster of 2 separate species, C5H13NO in total.

## Properties
Orbital gap, eV: 9.52
Structure (SMILES): C=CC[C@H](C)N.O
Charge: 0
HOMO, eV: -8.76
2S+1: 1
Lowest unoccupied orbital energy, eV: 0.76

Positions of all 20 atoms, in Å:
C 0.680 -1.734 -1.073
C 0.511 -0.277 -0.586
C -0.373 0.477 -1.576
C -0.337 1.980 -1.378
C -1.019 2.859 -2.117
N -0.006 -0.136 0.767
H 0.503 -2.460 -0.280
H 1.687 -1.888 -1.467
H 0.067 -2.044 -1.921
H 1.513 0.151 -0.643
H 0.025 0.371 -2.583
H -1.406 0.138 -1.457
H 0.275 2.432 -0.601
H -1.909 2.681 -2.699
H -0.483 3.718 -2.520
H 0.666 -0.559 1.403
H -0.815 -0.730 0.935
H -0.226 -1.145 5.447
H 0.706 -1.855 6.461
O -0.059 -1.981 5.886

Q:
DFT (the ωB97M-V functional and the def2-TZVPD basis) results for a cluster of 2 separate species, C5H13NO in total.

## Properties
Orbital gap, eV: 3.50
Charge: 0
HOMO, eV: -7.16
2S+1: 1
Lowest unoccupied orbital energy, eV: -3.65

Positions of all 20 atoms, in Å:
C 0.328 -1.487 0.454
C 0.513 -0.226 -0.264
C -0.634 0.614 -1.009
C -1.769 0.956 -0.048
C -2.033 -0.149 0.926
N 1.655 -0.358 -1.365
H 1.033 -1.543 1.226
H -0.821 -1.197 0.774
H 0.413 -2.349 -0.176
H 1.005 0.483 0.394
H -1.075 -0.243 -1.779
H -0.042 1.417 -1.431
H -1.319 1.797 0.577
H -2.868 -0.730 0.503
H -2.412 0.186 1.850
H -2.709 1.316 -0.598
H 2.354 0.300 -0.965
H 1.994 -1.233 -1.168
H 3.404 1.490 1.374
O 2.982 0.956 0.724

R:
DFT (the ωB97M-V functional and the def2-TZVPD basis) results for a cluster of 2 separate species, C5H13NO in total.

## Properties
Orbital gap, eV: 8.65
Structure (SMILES): C/C=C/NCC.O
Charge: 0
HOMO, eV: -7.83
2S+1: 1
Lowest unoccupied orbital energy, eV: 0.82

Positions of all 20 atoms, in Å:
C 0.696 2.722 0.362
C 0.045 1.832 -0.670
C 0.430 0.570 -0.817
N -0.105 -0.453 -1.599
C -0.411 -1.768 -0.929
C 0.736 -2.332 -0.145
H 1.375 3.449 -0.074
H -0.075 3.302 0.864
H 1.330 2.186 1.061
H -0.850 2.250 -1.116
H 1.388 0.260 -0.395
H -0.914 -0.128 -2.114
H -0.750 -2.343 -1.778
H -1.287 -1.576 -0.307
H 1.135 -1.612 0.556
H 1.529 -2.735 -0.766
H 0.316 -3.175 0.402
H -2.011 -0.217 3.126
H -0.906 0.168 2.098
O -1.670 -0.399 2.239

S:
DFT (the ωB97M-V functional and the def2-TZVPD basis) results for a structure of composition C5H13NO.

## Properties
Orbital gap, eV: 7.06
Charge: 0
HOMO, eV: -7.61
2S+1: 1
Lowest unoccupied orbital energy, eV: -0.55

Positions of all 20 atoms, in Å:
C 0.097 2.658 0.076
N -0.029 1.785 -1.096
C -0.493 0.432 -1.036
C 0.438 -0.526 -0.590
C 0.622 -3.949 0.173
O 0.741 -0.708 0.750
C -1.112 2.517 0.984
H 0.196 3.674 -0.307
H 0.965 2.372 0.668
H 0.591 1.946 -1.870
H -1.475 0.217 -1.443
H 1.628 -3.540 0.060
H 1.159 -1.053 -1.227
H 0.269 -3.473 1.085
H 0.777 -4.988 0.440
H 0.074 -3.704 -0.726
H -0.229 -1.143 0.306
H -0.878 2.904 1.977
H -1.385 1.480 1.160
H -1.955 3.099 0.616

Which one sits at the top of the stability order? R does.

P:
DFT (the ωB97M-V functional and the def2-TZVPD basis) results for a cluster of 2 separate species, C2H8N2 in total.

## Properties
Orbital gap (alpha / beta), eV: 3.34 / 9.86
Charge: -1
⟨S²⟩: 0.750
HOMO (alpha / beta), eV: 1.29 / -5.32
2S+1: 2
Lowest unoccupied orbital energy (alpha / beta), eV: 4.63 / 4.53

Positions of all 12 atoms, in Å:
C 0.162 -2.084 1.996
H 0.040 -2.580 1.018
H -0.382 -1.108 1.960
H -0.257 -2.778 2.756
H 1.172 -1.782 2.231
N 0.064 1.290 0.229
C -0.312 0.563 -0.871
N 0.176 0.703 -2.042
H -0.616 1.410 0.972
H 0.743 2.070 0.242
H -1.171 -0.072 -0.610
H -0.315 0.013 -2.625

Q:
DFT (the ωB97M-V functional and the def2-TZVPD basis) results for the ion C2H8N2 with charge -1.

## Properties
Orbital gap (alpha / beta), eV: 2.14 / 9.35
Charge: -1
⟨S²⟩: 0.750
HOMO (alpha / beta), eV: 1.96 / -4.71
2S+1: 2
Lowest unoccupied orbital energy (alpha / beta), eV: 4.10 / 4.64

Positions of all 12 atoms, in Å:
N 1.840 -0.496 0.034
C 0.545 0.141 0.465
C -0.562 -0.028 -0.611
N -1.877 -0.231 0.038
H 2.242 -0.100 -0.856
H 2.531 -0.312 0.778
H 0.190 -0.341 1.373
H 0.555 1.197 0.579
H -0.261 -0.945 -0.913
H -0.593 0.760 -1.400
H -2.475 0.474 -0.506
H -2.135 -0.118 1.019

R:
DFT (the ωB97M-V functional and the def2-TZVPD basis) results for a cluster of 2 separate species, C2H8N2 in total.

## Properties
Orbital gap (alpha / beta), eV: 3.15 / 10.14
Charge: -1
⟨S²⟩: 0.751
HOMO (alpha / beta), eV: 1.22 / -5.60
2S+1: 2
Lowest unoccupied orbital energy (alpha / beta), eV: 4.37 / 4.54

Positions of all 12 atoms, in Å:
C 0.467 1.774 -0.576
N 1.770 2.387 -0.895
H -0.456 2.416 -0.530
H 0.540 1.307 0.538
H 0.276 0.969 -1.299
H 2.531 1.790 -0.646
H 1.755 3.054 -0.174
C -0.909 -2.823 0.678
N -2.102 -3.209 1.034
H -0.077 -3.082 1.258
H -0.840 -1.905 0.059
H -2.956 -2.677 0.554

Which one sits at the top of the stability order? P does.

P:
DFT (the ωB97M-V functional and the def2-TZVPD basis) results for a cluster of 2 separate species, C5H14 in total.

## Properties
Orbital gap, eV: 12.57
Structure (SMILES): CCC.CC
Charge: 0
HOMO, eV: -11.41
2S+1: 1
Lowest unoccupied orbital energy, eV: 1.15

Positions of all 19 atoms, in Å:
C 0.179 -2.029 -1.865
C 1.542 -1.844 -1.234
H -0.428 -2.795 -1.378
H -0.478 -1.173 -1.731
H 0.266 -2.244 -2.927
H 2.009 -2.779 -0.925
H 1.645 -1.175 -0.367
H 2.245 -1.430 -1.956
C -0.046 1.410 1.342
C -1.257 1.077 2.191
C -0.426 1.768 -0.103
H 0.575 2.202 1.757
H 0.552 0.499 1.299
H -1.889 1.949 2.381
H -0.967 0.676 3.165
H -1.138 1.046 -0.499
H -0.948 2.731 -0.119
H -1.880 0.317 1.727
H 0.443 1.793 -0.759

Q:
DFT (the ωB97M-V functional and the def2-TZVPD basis) results for a cluster of 2 separate species, C5H14 in total.

## Properties
Orbital gap, eV: 12.40
Structure (SMILES): CCC.CC
Charge: 0
HOMO, eV: -11.29
2S+1: 1
Lowest unoccupied orbital energy, eV: 1.11

Positions of all 19 atoms, in Å:
C 1.933 0.375 1.439
C 2.321 1.423 2.473
H 2.800 -0.225 1.165
H 1.198 -0.337 1.830
H 1.552 0.792 0.510
H 1.581 2.220 2.573
H 3.266 1.911 2.221
H 2.460 0.953 3.451
C -1.158 -0.386 -0.927
C -1.845 0.422 -2.016
C -1.386 -1.886 -1.075
H -1.481 -0.080 0.074
H -0.089 -0.161 -0.940
H -2.930 0.466 -1.898
H -1.478 1.459 -2.046
H -2.329 -2.174 -0.607
H -0.645 -2.487 -0.532
H -1.633 0.012 -3.011
H -1.445 -2.231 -2.108

Which one sits at the top of the stability order? Q does.

P:
DFT (the ωB97M-V functional and the def2-TZVPD basis) results for a cluster of 2 separate species, C5H14 in total.

## Properties
Orbital gap, eV: 12.50
Structure (SMILES): CCC.CC
Charge: 0
HOMO, eV: -11.37
2S+1: 1
Lowest unoccupied orbital energy, eV: 1.14

Positions of all 19 atoms, in Å:
C 2.668 -0.686 0.337
C 2.256 -1.970 -0.411
H 3.666 -0.718 0.753
H 2.774 0.154 -0.340
H 1.883 -0.476 1.068
H 1.690 -1.754 -1.326
H 3.213 -2.411 -0.698
H 1.613 -2.674 0.118
C -2.392 0.760 -0.053
C -2.001 2.231 0.034
C -1.165 -0.179 0.206
H -3.145 0.588 0.725
H -2.776 0.481 -1.038
H -1.009 2.385 -0.424
H -0.349 0.436 -0.179
H -1.032 -0.719 1.139
H -1.300 -0.941 -0.570
H -2.649 2.986 -0.425
H -1.944 2.505 1.084

Q:
DFT (the ωB97M-V functional and the def2-TZVPD basis) results for a cluster of 2 separate species, C5H14 in total.

## Properties
Orbital gap, eV: 12.17
Structure (SMILES): CCC.CC
Charge: 0
HOMO, eV: -11.01
2S+1: 1
Lowest unoccupied orbital energy, eV: 1.17

Positions of all 19 atoms, in Å:
C -1.301 1.703 0.214
C -0.859 0.873 -1.011
C -0.210 2.018 1.254
H -2.193 1.179 0.582
H -1.752 2.673 -0.008
H -0.874 1.515 -1.894
H 0.174 0.539 -0.944
H 0.739 2.232 0.763
H -1.559 0.055 -1.143
H -0.092 1.210 1.976
H -0.498 2.902 1.819
C 0.741 -2.412 -0.875
C 1.359 -1.794 0.395
H 1.495 -2.612 -1.626
H 0.437 -3.413 -0.553
H -0.126 -1.848 -1.187
H 2.256 -1.208 0.187
H 1.618 -2.499 1.181
H 0.648 -1.113 0.872

R:
DFT (the ωB97M-V functional and the def2-TZVPD basis) results for a cluster of 2 separate species, C5H14 in total.

## Properties
Orbital gap, eV: 12.61
Structure (SMILES): CCC.CC
Charge: 0
HOMO, eV: -11.45
2S+1: 1
Lowest unoccupied orbital energy, eV: 1.16

Positions of all 19 atoms, in Å:
C 0.699 -1.602 -1.949
C 1.451 -1.873 -0.624
H 0.051 -0.744 -1.842
H 1.449 -1.300 -2.644
H 0.183 -2.473 -2.328
H 2.131 -1.034 -0.492
H 2.106 -2.740 -0.791
H 0.844 -2.229 0.209
C -0.451 1.395 0.390
C -0.132 2.021 1.722
C -1.706 0.504 0.525
H -0.738 2.048 -0.427
H 0.375 0.780 0.037
H -0.909 2.710 2.031
H -1.754 -0.043 1.466
H -2.598 1.131 0.554
H -1.747 -0.326 -0.175
H -0.092 1.264 2.503
H 0.840 2.512 1.836

S:
DFT (the ωB97M-V functional and the def2-TZVPD basis) results for a cluster of 2 separate species, C5H14 in total.

## Properties
Orbital gap, eV: 12.38
Structure (SMILES): CCC.CC
Charge: 0
HOMO, eV: -11.29
2S+1: 1
Lowest unoccupied orbital energy, eV: 1.10

Positions of all 19 atoms, in Å:
C -0.474 0.416 -1.083
C -0.467 1.958 -1.153
C -1.908 -0.034 -1.206
H 0.182 0.101 -1.895
H -0.127 0.119 -0.050
H -1.117 2.365 -0.430
H -0.709 2.359 -2.144
H -2.211 0.191 -2.187
H -2.180 -1.119 -0.944
H 0.535 2.471 -0.880
H -2.638 0.589 -0.610
C 1.018 -0.949 2.158
C 1.755 -1.460 0.971
H 1.172 -1.513 3.099
H 1.304 0.197 2.373
H -0.108 -1.038 2.000
H 1.203 -1.328 0.068
H 2.042 -2.534 1.054
H 2.729 -0.792 0.859

Which one sits at the top of the stability order? R does.

P:
DFT (the ωB97M-V functional and the def2-TZVPD basis) results for a cluster of 2 separate species, C5H14 in total.

## Properties
Orbital gap, eV: 12.20
Structure (SMILES): CCC.CC
Charge: 0
HOMO, eV: -11.05
2S+1: 1
Lowest unoccupied orbital energy, eV: 1.15

Positions of all 19 atoms, in Å:
C -1.406 0.327 -1.750
C -0.668 1.273 -0.850
C -0.861 -1.109 -1.875
H -2.442 0.152 -1.436
H -1.458 0.767 -2.757
H -0.459 0.785 0.096
H -1.227 2.192 -0.742
H -0.939 -1.580 -0.883
H -1.496 -1.743 -2.486
H 0.362 1.541 -1.108
H 0.169 -1.130 -2.224
C 1.247 -0.711 1.460
C 1.285 0.311 2.588
H 0.526 -0.434 0.700
H 2.205 -0.589 0.950
H 1.084 -1.753 1.704
H 1.737 -0.146 3.478
H 0.317 0.776 2.774
H 2.025 1.073 2.361

Q:
DFT (the ωB97M-V functional and the def2-TZVPD basis) results for a cluster of 2 separate species, C5H14 in total.

## Properties
Orbital gap, eV: 12.30
Structure (SMILES): CCC.CC
Charge: 0
HOMO, eV: -11.24
2S+1: 1
Lowest unoccupied orbital energy, eV: 1.06

Positions of all 19 atoms, in Å:
C 2.065 -1.780 0.648
C 1.471 -1.891 2.222
H 2.585 -2.788 0.492
H 1.184 -1.781 0.095
H 2.734 -0.878 0.468
H 1.149 -0.982 2.439
H 0.772 -2.730 2.358
H 2.267 -2.173 2.897
C -1.209 0.622 -0.965
C -0.144 1.692 -1.540
C -2.479 1.519 -0.679
H -1.358 -0.156 -1.753
H -0.919 0.050 -0.133
H -0.652 2.235 -2.365
H -2.546 1.646 0.466
H 0.860 1.357 -1.719
H -0.020 2.365 -0.662
H -2.347 2.503 -1.131
H -3.415 1.171 -1.139

Which one sits at the top of the stability order? P does.

P:
DFT (the ωB97M-V functional and the def2-TZVPD basis) results for a cluster of 2 separate species, C5H14 in total.

## Properties
Orbital gap, eV: 11.82
Structure (SMILES): CCC.CC
Charge: 0
HOMO, eV: -10.79
2S+1: 1
Lowest unoccupied orbital energy, eV: 1.03

Positions of all 19 atoms, in Å:
C -1.122 0.020 1.568
C -1.844 1.322 1.475
C -1.635 -1.263 0.878
H -0.845 -0.305 2.515
H -0.142 0.023 1.053
H -2.909 1.350 1.755
H -1.381 2.276 1.796
H -1.497 -2.172 1.630
H -0.954 -1.465 -0.003
H -1.953 1.436 0.325
H -2.619 -1.484 0.608
C 2.707 -0.315 -1.739
C 1.517 0.570 -1.707
H 3.647 0.145 -1.702
H 2.700 -0.839 -0.721
H 2.872 -1.199 -2.411
H 1.055 0.673 -2.814
H 1.650 1.477 -1.220
H 0.754 -0.249 -1.285

Q:
DFT (the ωB97M-V functional and the def2-TZVPD basis) results for a cluster of 2 separate species, C5H14 in total.

## Properties
Orbital gap, eV: 12.01
Structure (SMILES): CCC.CC
Charge: 0
HOMO, eV: -10.92
2S+1: 1
Lowest unoccupied orbital energy, eV: 1.09

Positions of all 19 atoms, in Å:
C -2.001 -0.143 0.239
C -2.845 -1.188 -0.461
C -1.130 0.819 -0.582
H -2.650 0.478 0.887
H -1.274 -0.707 0.890
H -3.800 -1.284 0.064
H -0.096 0.594 -0.758
H -2.513 -2.249 -0.422
H -3.052 -1.044 -1.513
H -1.436 1.247 -1.540
H -1.029 1.743 0.012
C 3.382 0.241 0.044
C 2.019 0.183 0.732
H 3.641 1.216 -0.387
H 4.224 0.282 0.756
H 3.485 -0.635 -0.576
H 1.914 -0.839 1.076
H 1.254 0.365 0.010
H 1.907 0.921 1.530

Which one sits at the top of the stability order? Q does.